14
Properties=species:S:1:pos:R:3:forces:R:3 method="wB97M-V/def2-TZVPD" mol_weight_g_mol=88.11 e_homo_ev="-6.516 / -6.519" lumo_energy_ev="0.547 / 0.547" de_lowest_kj_mol=613.09 gap_ev="7.064 / 7.066"
C 0.42038 -0.51369 -0.13547 0.2 1.7 1.3
C -0.62026 0.20715 -0.76591 -0.4 -3.0 -1.2
N -0.81412 -1.47515 -1.33934 -0.3 0.9 0.0
C 0.62902 1.91934 1.41824 0.5 -0.1 -0.2
O 0.19731 -1.04749 1.07754 0.2 0.1 -0.6
N 0.73450 1.70510 0.18708 0.4 -0.4 0.6
H 0.88145 -1.70209 1.27041 0.0 0.2 0.1
H 1.38347 -0.65174 -0.60935 -0.1 0.1 0.0
H -0.57864 -1.67393 -2.30686 -0.3 0.2 0.1
H -1.60220 -2.00976 -0.98748 0.1 0.1 -0.2
H -0.40527 0.75599 -1.66645 0.1 0.2 0.2
H -1.50007 0.45776 -0.19214 0.1 0.0 0.0
H 1.05512 2.82731 1.88755 -0.3 0.1 -0.1
H 0.21930 1.20121 2.16218 0.0 -0.1 -0.1

65
Properties=species:S:1:pos:R:3:forces:R:3 method="wB97M-V/def2-TZVPD" mol_weight_g_mol=519.30 smiles="ClC(Cl)(Cl)Cl.CN(C)C=O.CN(C)C=O.CN(C)C=O.CN(C)C=O.CN(C)C=O" e_homo_ev=-9.008 lumo_energy_ev=0.207 de_lowest_kj_mol=238.32 gap_ev=9.215
Cl 1.48422 -1.34292 0.99302 -0.1 0.1 -0.2
C 0.38202 -1.12301 -0.32440 -0.3 0.4 -1.5
Cl 0.65520 0.44277 -1.22985 0.3 -0.7 0.6
Cl 0.47888 -2.42872 -1.57612 0.3 0.2 0.6
Cl -1.29122 -1.07374 0.19822 -0.2 -0.1 0.6
C -2.97367 -6.31155 -0.17000 -0.4 -0.6 1.0
N -3.70876 -6.40175 -1.41116 -0.5 0.8 -0.4
C -3.13656 -7.20053 -2.44929 -0.3 -1.7 0.3
C -4.85683 -5.72478 -1.61522 -1.0 0.6 -0.4
O -5.55225 -5.64906 -2.62441 1.1 -0.5 0.5
H -3.39102 -5.55297 0.52063 0.0 -0.3 -0.6
H -1.94006 -6.02984 -0.36399 0.1 -0.1 0.0
H -3.01396 -7.29551 0.38443 0.3 0.9 -0.6
H -3.72377 -7.27161 -3.35793 -0.2 0.7 0.0
H -2.12696 -6.90291 -2.66130 0.5 0.1 -0.2
H -3.15154 -8.23796 -2.07663 0.5 0.1 -0.1
H -5.18026 -5.19033 -0.71937 0.1 0.2 0.4
C -0.75671 4.80267 -3.83902 -0.5 -1.8 -1.4
N -0.37564 4.95067 -2.49311 1.0 -0.1 2.0
C -0.24436 3.78877 -1.57847 0.0 0.8 -1.2
C -0.09937 6.18722 -2.02164 -0.3 0.4 -0.4
O 0.43212 6.53228 -0.99194 0.2 -0.6 0.6
H 0.05146 4.83942 -4.59148 0.1 -0.4 0.5
H -1.43240 5.53969 -4.18876 -0.9 1.1 0.1
H -1.32489 3.85258 -3.91791 0.5 0.4 -0.2
H 0.13591 4.19450 -0.65577 0.1 -0.1 0.4
H -1.22916 3.36180 -1.46385 -0.3 -0.3 0.2
H 0.42238 3.01599 -1.96825 0.1 0.3 -0.1
H -0.48579 6.94771 -2.69799 0.0 0.4 -0.6
C 3.60275 -0.10431 6.91019 -1.0 1.3 -0.6
N 3.03891 -0.09722 5.56846 -0.3 1.4 -0.4
C 2.18423 1.04822 5.16146 0.9 -0.6 0.8
C 3.20780 -1.05262 4.66980 -0.3 -0.5 -1.4
O 2.73206 -1.09427 3.53139 0.3 0.2 0.8
H 4.25432 -0.91455 7.14517 0.4 -0.7 -0.3
H 2.73661 -0.11796 7.55859 0.1 0.0 0.7
H 4.13839 0.84012 7.03521 0.0 -0.1 0.3
H 1.35911 1.10976 5.85841 -0.3 0.2 0.1
H 2.72050 2.00486 5.12093 0.1 -0.3 0.2
H 1.85079 0.79113 4.18049 -0.5 0.0 -0.6
H 3.83920 -1.83942 5.02702 0.6 -0.9 0.3
C 3.69235 2.70635 2.07007 -0.4 -0.4 -0.5
N 5.00719 2.19319 1.68190 -2.0 1.0 -1.3
C 5.89589 1.56381 2.59741 0.7 0.8 0.3
C 5.42962 2.68588 0.47977 2.5 0.1 1.1
O 6.55423 2.53234 0.03548 -0.4 -0.4 -0.2
H 3.28543 3.26776 1.20589 0.1 -0.4 0.4
H 3.74855 3.45467 2.86598 0.0 -0.4 0.4
H 2.98737 1.86599 2.25659 0.4 0.6 0.3
H 6.22385 2.31245 3.33748 -0.2 -0.3 0.2
H 5.46532 0.70619 3.10409 0.0 -0.2 -0.1
H 6.79095 1.34209 2.02971 0.1 -0.5 0.0
H 4.79516 3.44774 0.06296 -0.9 0.0 -0.6
C -4.94406 -1.19379 -4.16450 0.2 0.6 0.8
N -4.17085 -0.15696 -3.43768 0.1 1.2 -1.3
C -3.36307 -0.52798 -2.27167 -1.2 1.6 -0.4
C -4.05639 1.17485 -3.83432 0.1 -0.8 1.7
O -3.49597 2.02825 -3.13546 -0.4 -0.9 -1.2
H -5.90020 -1.33315 -3.63818 0.2 -0.2 -0.2
H -4.36585 -2.12097 -4.12326 -0.2 0.1 -0.2
H -5.17199 -0.93264 -5.20627 0.3 0.1 0.3
H -3.50435 0.33788 -1.59283 0.6 -0.8 0.0
H -3.72176 -1.42918 -1.83090 -0.4 -0.7 0.3
H -2.34431 -0.64612 -2.58441 0.7 0.0 0.1
H -4.54878 1.42876 -4.78342 0.0 -0.2 0.0

8
Properties=species:S:1:pos:R:3:forces:R:3 method="wB97M-V/def2-TZVPD" mol_weight_g_mol=93.11 e_homo_ev=-11.437 lumo_energy_ev=-1.167 de_lowest_kj_mol=272.52 gap_ev=10.270
C -1.38662 0.69168 -0.57598 2.0 3.1 -3.4
N -1.95496 0.03045 0.13008 -3.2 -4.8 5.2
O 1.75998 -1.08843 -0.77908 0.6 0.8 0.7
O 0.38777 -1.25615 1.17710 1.5 1.4 0.0
S 1.49101 -0.53828 0.52873 -1.7 -3.0 -0.3
H 0.62808 1.38732 -0.56977 -0.6 0.4 0.0
H 1.31715 1.43565 -0.79050 0.8 0.4 -0.3
H -2.24240 -0.66224 0.87943 0.6 1.6 -1.8